ORCA calculation (the ωB97M-V functional and the def2-TZVPD basis) on C21H34Br4Cl4CsF7IMgN3NaO5PV as an isolated structure.

```
84
Properties=species:S:1:pos:R:3:forces:R:3
C -2.9848 3.4504 3.2560 -0.01 -0.36 0.01
C -4.2099 2.4529 2.7221 0.22 0.40 -0.06
C -4.9742 3.0776 1.4020 -0.40 -0.76 0.82
C -4.2893 2.5860 -0.0223 -1.46 0.84 0.11
C -3.6228 3.8882 -0.7604 0.13 -0.30 -1.06
C -2.0105 3.7880 -1.0349 0.01 0.79 -0.33
C -1.1229 3.2049 0.2130 0.80 0.80 0.25
C 0.3402 2.5887 -0.2140 -0.09 -0.88 0.03
C 0.2272 1.2561 -1.2145 0.51 0.70 0.53
C 0.2769 -0.1574 -0.3712 -0.17 0.89 0.37
C 0.1374 -1.5068 -1.3491 0.61 0.75 0.07
C 0.0735 -1.0129 -2.9458 -4.05 2.03 -7.23
N -0.3095 -0.6511 -4.1373 3.74 -3.18 10.90
C -1.2506 -2.2479 -0.8896 -1.10 0.68 -2.71
I -1.1480 -3.3274 1.0111 0.35 0.74 -0.69
C -1.8950 -3.2694 -2.0000 -1.50 -0.90 0.49
C -3.4224 -3.6546 -1.4396 1.21 0.47 0.46
C 1.4920 -2.4212 -1.2209 1.25 -0.71 -1.84
C 1.4666 -3.5760 -2.4013 -2.05 -5.57 -5.31
N 1.2788 -4.4650 -3.3188 1.83 7.98 8.23
C 2.8867 -1.5414 -1.5002 0.66 0.42 0.98
C 3.7087 -1.4675 -0.0472 -3.60 -0.33 -0.28
F 4.4834 -0.1931 0.1018 -1.40 -2.35 -0.41
H -3.1979 3.8423 4.3502 0.44 -0.82 -2.24
H -1.9542 2.8560 3.2403 -2.11 1.47 0.13
H -2.9059 4.3878 2.5310 -0.14 -1.87 1.34
H -3.7311 1.4117 2.4516 -1.08 1.99 0.56
H -4.9753 2.2952 3.5979 1.56 0.29 -1.71
H -5.0189 4.2476 1.5250 0.12 -2.33 -0.36
H -6.1055 2.7084 1.4574 2.42 0.71 -0.26
H -5.1904 2.2038 -0.6998 2.12 0.76 1.39
H -3.5714 1.6752 0.1322 -1.21 1.84 -0.27
H -4.1569 3.9752 -1.8248 1.34 0.03 2.32
H -3.8285 4.8931 -0.1973 0.20 -2.08 -0.85
H -1.6352 4.9073 -1.2126 -0.67 -2.38 0.25
H -1.8498 3.2380 -2.0604 -0.11 0.80 2.19
H -1.6545 2.3998 0.8744 0.87 1.47 -1.45
H -0.8973 4.1322 0.9248 -0.57 -1.99 -1.30
H 1.0408 3.3785 -0.7641 -2.40 -1.36 0.53
H 0.9050 2.2465 0.7652 -1.02 0.65 -1.59
H 1.1455 1.3713 -1.9670 -2.30 -0.64 1.32
H -0.8137 1.3455 -1.7432 2.27 -0.30 0.66
H 1.2453 -0.2014 0.3139 -1.90 0.04 -1.63
H -0.6350 -0.1055 0.3976 1.93 -0.40 -1.75
H -2.0545 -1.3786 -0.7370 1.83 -1.93 -0.23
H -1.3063 -4.2762 -2.1424 -0.90 2.18 0.43
H -2.0614 -2.8083 -3.0630 0.59 -0.48 2.14
H -3.4230 -4.5619 -0.7001 -0.03 1.85 -1.24
H -4.0848 -3.9932 -2.3727 0.78 0.36 0.86
H -3.9314 -2.6840 -1.0249 0.82 -1.94 -0.57
H 1.6528 -2.9335 -0.1811 -0.91 0.79 -2.03
H 2.6459 -0.4318 -1.8537 0.56 -2.55 0.64
H 3.6169 -2.0852 -2.2440 -1.71 1.22 1.16
H 4.3949 -2.4269 0.0721 -4.82 2.59 -1.03
H 2.9564 -1.4912 0.8697 1.60 0.31 -1.87
C -2.6364 -6.0646 3.9216 0.06 1.39 0.74
Cl -2.5255 -7.5377 2.9432 -0.37 -0.32 -0.44
Cl -1.0346 -5.3382 4.1362 -0.58 0.26 0.17
Cl -3.7506 -4.9056 3.1768 0.21 -0.63 0.11
H -3.0271 -6.3339 4.9063 0.14 -0.08 -0.35
Cs 6.2305 -2.1694 0.4088 7.09 -0.83 0.86
Br -0.2056 -8.1064 3.0409 0.45 -0.65 -0.26
C -1.2682 8.2826 0.0638 0.54 1.24 -0.74
Br -1.0354 10.0150 0.9175 -0.07 -0.72 -0.22
Br 0.3820 7.6479 -0.7475 -0.45 0.09 0.27
Br -2.0266 6.9705 1.2834 -0.34 -0.11 -1.62
H -1.9909 8.4204 -0.7473 0.17 -0.21 0.36
N 6.2176 -2.3903 -5.0332 -0.01 -0.27 -0.83
O 6.0443 -1.1627 -5.1108 -0.07 -0.03 0.16
O 6.2222 -3.0833 -6.0641 -0.01 0.44 0.70
O 6.3863 -2.9249 -3.9247 -0.16 0.01 0.41
O -6.3396 5.3861 3.6175 -1.98 -2.09 0.79
V -7.6571 4.3172 4.0738 -1.23 -0.52 0.35
O -8.9745 3.2484 4.5302 3.60 2.67 -1.21
F 11.5199 -4.3601 -0.9898 0.72 5.12 -2.67
P 11.2670 -5.0875 0.3646 1.10 -0.73 -0.49
F 12.6905 -4.6366 0.8078 4.16 3.82 -0.65
F 10.9952 -6.1489 -0.7433 -1.03 -5.43 -1.18
F 9.8503 -5.4017 0.9333 -4.84 -3.67 0.56
F 10.7254 -3.7373 0.9236 0.79 5.89 1.62
F 11.8183 -6.2414 1.2547 -1.30 -4.76 2.90
Na 2.7156 3.7849 -0.0544 0.74 0.10 0.25
Mg -1.8845 6.6333 3.6617 -0.18 -0.32 2.01
Cl -4.4609 -4.0149 -4.1048 -0.19 -0.05 -0.43
```
Positions in Å, forces in eV/Å.

The gap between HOMO and LUMO is 0.91 eV. As for the net charge: +1. As for the highest occupied orbital energy: -9.0 eV.

Atom charges from the Mulliken analysis, given in e for atoms 1 to 2:
1. C -0.400
2. C -0.331